Formula: C76H184Br2N10O6
Source: OMol25
Level of theory: ωB97M-V/def2-TZVPD

Geometry as XYZ:
```
278
Properties=species:S:1:pos:R:3
C 15.14736 -32.47656 -17.19243
C 14.04293 -33.57378 -17.61293
C 14.24893 -34.91640 -16.86711
N 13.28693 -36.01776 -17.27180
C 13.15268 -36.21658 -18.78888
C 11.80398 -35.84970 -16.71480
C 11.65956 -36.91811 -15.65943
C 12.49350 -38.06208 -16.23611
C 13.77952 -37.36468 -16.64995
H 15.25195 -31.68385 -17.90880
H 16.06716 -33.08266 -17.00822
H 14.84451 -31.93367 -16.27801
H 14.05649 -33.76263 -18.67649
H 12.98830 -33.31461 -17.47202
H 14.04425 -34.73651 -15.82709
H 15.29755 -35.25776 -16.96085
H 12.72190 -37.19178 -19.01654
H 14.17136 -36.34264 -19.20400
H 12.59579 -35.38243 -19.16644
H 11.14211 -35.95442 -17.56624
H 11.75046 -34.80481 -16.44809
H 10.65381 -37.21606 -15.40644
H 12.20506 -36.60930 -14.78533
H 11.99623 -38.61193 -17.05713
H 12.76213 -38.84104 -15.48987
H 14.34157 -38.00017 -17.31443
H 14.33849 -37.00274 -15.78773
C 8.08841 -25.05264 -0.27490
C 8.32971 -25.96401 -1.43336
C 7.10963 -25.82289 -2.41150
N 7.32049 -26.53072 -3.71661
C 8.60493 -26.30393 -4.45488
C 6.16881 -26.14227 -4.59099
C 6.01853 -27.24734 -5.70752
C 6.83637 -28.43412 -5.03849
C 7.23462 -28.03617 -3.57582
H 8.17289 -24.01100 -0.58222
H 8.85418 -25.19437 0.47244
H 7.15474 -25.29775 0.22931
H 8.59555 -26.98785 -1.09485
H 9.26631 -25.59112 -1.86544
H 7.02443 -24.74223 -2.68797
H 6.17787 -26.09784 -1.90990
H 8.65340 -26.91911 -5.31336
H 9.42760 -26.65201 -3.82100
H 8.73698 -25.24414 -4.63708
H 6.36078 -25.14550 -5.03382
H 5.32972 -26.07631 -3.92514
H 6.53921 -27.09422 -6.62323
H 4.97028 -27.48445 -5.81853
H 7.73325 -28.49502 -5.59173
H 6.35977 -29.42801 -4.94143
H 8.18783 -28.44942 -3.18611
H 6.42143 -28.33820 -2.97648
C 14.29942 -23.80003 -13.02506
C 14.43553 -25.27761 -12.54257
C 13.53775 -26.12860 -13.38976
N 13.65248 -27.60285 -12.97635
C 15.02719 -28.21745 -13.02090
C 12.76872 -28.46423 -13.86139
C 12.22190 -29.65872 -13.01553
C 12.63029 -29.34209 -11.56797
C 13.16133 -27.87833 -11.55154
H 13.21276 -23.57324 -12.97220
H 14.67216 -23.59762 -14.02884
H 14.80020 -23.13357 -12.35035
H 14.22901 -25.27216 -11.42510
H 15.52307 -25.48593 -12.68872
H 13.87740 -26.18600 -14.43380
H 12.48800 -25.76660 -13.38942
H 15.40918 -28.10281 -14.06838
H 15.02300 -29.29405 -12.82760
H 15.71966 -27.67458 -12.33878
H 13.28581 -28.80595 -14.76482
H 11.98259 -27.86277 -14.28512
H 12.60133 -30.59017 -13.40724
H 11.15831 -29.62405 -13.06028
H 13.44833 -29.94674 -11.21259
H 11.79858 -29.45587 -10.83729
H 13.93663 -27.79608 -10.81451
H 12.31897 -27.26892 -11.35624
C 3.80334 -37.02267 -9.13400
C 2.59310 -36.26244 -9.55777
C 1.62335 -36.07205 -8.35605
N 0.26934 -35.37560 -8.62403
C -0.53049 -35.48339 -7.36943
C -0.42689 -36.03488 -9.87501
C -0.39031 -34.94240 -10.94016
C -0.46203 -33.63229 -10.14304
C 0.48309 -33.87229 -9.00095
H 3.58220 -38.01781 -8.79280
H 4.37992 -36.48991 -8.37992
H 4.56452 -37.07401 -9.94795
H 2.06195 -36.85013 -10.32710
H 2.91557 -35.33888 -10.00556
H 2.12650 -35.41909 -7.65198
H 1.37330 -37.03568 -7.90162
H -1.48194 -34.97893 -7.48562
H -0.04788 -34.95324 -6.56167
H -0.57414 -36.50938 -7.13949
H -1.46170 -36.20544 -9.54746
H 0.09843 -36.96095 -10.11116
H -1.25489 -34.94350 -11.61429
H 0.46373 -35.05797 -11.62634
H -1.46828 -33.57664 -9.71309
H -0.28624 -32.68561 -10.70463
H 0.24229 -33.21734 -8.14167
H 1.53705 -33.64861 -9.22940
C 6.34631 -29.72511 -10.15838
C 6.76750 -28.78098 -11.30501
C 6.09507 -29.06500 -12.59270
O 6.74591 -30.16840 -13.09720
C 6.26836 -30.52291 -14.36178
N 6.46240 -27.41148 -10.78805
H 7.17655 -27.27271 -10.09861
H 6.49691 -26.67944 -11.50523
H 5.55701 -27.31249 -10.36671
H 7.18247 -30.02803 -9.51302
H 5.87749 -30.66129 -10.45619
H 5.50025 -29.26749 -9.64969
H 7.88058 -28.77858 -11.42627
H 6.18406 -28.17649 -13.25782
H 5.05350 -29.29433 -12.51407
H 6.92476 -31.22660 -14.84887
H 6.17571 -29.65586 -15.03804
H 5.21886 -30.89879 -14.27567
C 6.77188 -33.92491 -11.52462
C 8.00628 -34.44973 -10.85718
N 9.09258 -33.46911 -10.46241
C 10.20508 -34.27804 -10.00844
C 9.48825 -32.56873 -11.58837
C 9.86099 -33.14972 -12.95358
C 8.51270 -32.65141 -9.31746
C 9.37639 -31.53604 -8.80445
O 10.09949 -31.98099 -7.65912
C 10.92099 -30.98068 -7.14910
H 6.00383 -33.54806 -10.85697
H 6.26045 -34.81788 -11.92257
H 6.87267 -33.28664 -12.38519
H 8.51031 -35.27377 -11.40195
H 7.71887 -34.91548 -9.93438
H 9.84235 -35.12463 -9.37314
H 10.86668 -33.64326 -9.43162
H 10.83535 -34.65990 -10.82731
H 10.31549 -31.97740 -11.29119
H 8.62046 -31.91335 -11.62803
H 10.06945 -32.17762 -13.40519
H 8.99379 -33.68340 -13.37384
H 10.73822 -33.78593 -12.96452
H 8.28772 -33.34226 -8.55801
H 7.59604 -32.22279 -9.68013
H 8.81576 -30.58609 -8.56751
H 10.13596 -31.23449 -9.55109
H 11.81143 -30.85038 -7.72380
H 11.29101 -31.23604 -6.18754
H 10.38421 -30.08093 -6.99349
C 8.32495 -39.78382 -10.11384
C 8.70347 -41.25135 -10.05372
N 8.37518 -41.90961 -8.69160
C 8.45623 -43.35216 -8.85599
C 9.31973 -41.45068 -7.66949
C 10.77771 -42.00624 -7.69429
C 7.01810 -41.46077 -8.19397
C 6.28490 -42.41376 -7.29113
O 5.60061 -43.35895 -8.08782
C 4.83578 -44.38928 -7.39123
H 8.94140 -39.27141 -9.34452
H 7.28311 -39.48587 -9.98511
H 8.66401 -39.40040 -11.07305
H 9.77585 -41.28249 -10.04453
H 8.26095 -41.92038 -10.80766
H 9.42136 -43.64631 -9.30412
H 7.63082 -43.73977 -9.43045
H 8.46246 -43.84913 -7.88954
H 8.89218 -41.72065 -6.71610
H 9.31324 -40.36085 -7.77821
H 10.92558 -42.87375 -7.03033
H 11.37063 -41.24884 -7.17436
H 11.13647 -42.16622 -8.72681
H 6.39420 -41.21675 -9.05328
H 7.22117 -40.45845 -7.84690
H 5.53937 -41.86053 -6.65255
H 7.00937 -42.77570 -6.57303
H 4.17010 -43.78561 -6.76523
H 5.44808 -45.11135 -6.80116
H 4.33021 -45.02898 -8.12990
C 7.78660 -29.13838 -22.43776
C 8.60198 -29.53890 -21.20757
N 9.72472 -28.62802 -20.65658
C 9.02279 -27.33934 -20.49696
C 10.16010 -29.11150 -19.34901
C 9.20343 -28.95359 -18.17394
C 10.81065 -28.54408 -21.62011
C 11.83082 -29.63044 -21.60178
O 11.25358 -30.91024 -21.64114
C 10.97315 -31.45674 -22.89545
H 8.29188 -29.21580 -23.36944
H 7.28402 -28.21356 -22.20777
H 7.06935 -29.96784 -22.48042
H 9.04991 -30.46550 -21.47859
H 7.89617 -29.59729 -20.40684
H 8.77309 -26.98624 -21.49056
H 9.72609 -26.63864 -20.06462
H 8.19440 -27.38593 -19.81558
H 11.07025 -28.54287 -19.06151
H 10.43932 -30.14333 -19.51731
H 8.23791 -29.38376 -18.37483
H 9.17401 -27.92772 -17.80120
H 9.59970 -29.64038 -17.43259
H 11.43667 -27.63162 -21.48064
H 10.42329 -28.35324 -22.61234
H 12.42859 -29.48699 -20.70843
H 12.44932 -29.41203 -22.46953
H 10.68971 -32.50654 -22.82496
H 11.85868 -31.34411 -23.49065
H 10.11343 -30.96840 -23.38797
C 12.54369 -38.30544 -5.72378
C 13.22909 -36.97473 -5.56738
N 12.61039 -36.10545 -4.47855
C 12.94734 -36.68233 -3.12957
C 13.30704 -34.81526 -4.55716
C 13.24256 -33.99442 -5.82731
C 11.17075 -36.03094 -4.67580
C 10.37411 -34.93016 -4.06511
O 10.59740 -34.88723 -2.64147
C 9.97702 -33.82830 -1.98654
H 12.54955 -38.79816 -4.73180
H 13.12078 -38.86386 -6.45071
H 11.55878 -38.24189 -6.18861
H 13.14151 -36.39156 -6.47782
H 14.26445 -37.12895 -5.31327
H 12.44206 -37.63875 -3.01037
H 12.44267 -36.05510 -2.42751
H 14.04500 -36.75452 -3.03082
H 14.35120 -35.00006 -4.27900
H 12.90470 -34.23446 -3.71548
H 12.22353 -33.70878 -6.16511
H 13.71088 -34.50242 -6.66507
H 13.87825 -33.07357 -5.59778
H 10.79590 -36.98195 -4.29268
H 11.02783 -36.05846 -5.73515
H 9.31930 -35.22860 -4.21514
H 10.58911 -34.00128 -4.60820
H 8.89920 -34.06697 -1.83080
H 10.08651 -32.92374 -2.59523
H 10.37482 -33.69058 -0.97181
C 14.09770 -24.96618 -4.43054
C 13.69403 -24.93121 -5.86756
N 14.44804 -25.80440 -6.86950
C 13.81196 -25.53374 -8.18137
C 15.92456 -25.50283 -6.88860
C 16.32784 -24.08528 -7.15108
C 14.17571 -27.14398 -6.39581
C 14.82179 -28.32536 -7.12222
O 14.38181 -28.46913 -8.46699
C 14.92045 -29.58848 -9.16314
H 13.55379 -24.11384 -3.95259
H 15.15523 -24.88484 -4.35777
H 13.77510 -25.88770 -3.94377
H 13.77012 -23.92599 -6.25340
H 12.62168 -25.08309 -5.96279
H 14.42429 -26.01998 -8.97287
H 13.80691 -24.45854 -8.36346
H 12.77536 -25.92184 -8.24106
H 16.31033 -26.13571 -7.72745
H 16.29390 -25.82097 -5.90950
H 17.38678 -24.22396 -7.04051
H 16.00477 -23.39312 -6.37446
H 16.05305 -23.70093 -8.14204
H 13.07076 -27.20431 -6.36905
H 14.54048 -27.23463 -5.36477
H 14.59674 -29.18896 -6.51409
H 15.89069 -28.15445 -7.11744
H 14.44281 -30.50365 -8.84760
H 15.99892 -29.66803 -8.98959
H 14.87440 -29.36335 -10.22735
Br 9.00116 -37.04994 -7.60259
Br 9.45182 -28.08006 -9.49494
```

Multiplicity   1
Kohn-Sham gap   6.8 eV
Net charge   +8
HOMO energy   -0.71220 Eh